This record from OMol25 describes C43H43BBrGeN5O2ReS as an isolated structure at a distorted geometry. The level of theory is the ωB97M-V functional and the def2-TZVPD basis.

Structure (ORCA input):
```
! wB97M-V def2-TZVPD RIJCOSX def2/J DEFGRID3
* xyz 0 2
Re 0.029 0.664 0.559
N 0.368 1.273 4.993
C 0.034 0.997 3.699
S 1.226 0.330 2.642
N -1.201 1.202 3.359
N -1.524 0.767 2.073
C -2.827 1.074 1.889
C -3.733 0.415 1.070
C -4.950 1.052 0.695
C -5.701 0.567 -0.319
C -5.269 -0.600 -1.027
C -4.226 -1.298 -0.551
N -3.527 -0.885 0.582
H 1.342 1.360 5.216
H -0.290 1.805 5.537
H -3.218 1.853 2.534
H -5.207 1.982 1.189
H -6.603 1.080 -0.625
H -5.782 -0.939 -1.915
H -3.892 -2.232 -0.981
C -1.147 5.323 -0.679
C -0.089 4.472 0.024
C 0.412 5.147 1.304
C 1.083 4.141 -0.880
C 1.685 5.138 -1.638
C 2.806 4.866 -2.401
C 3.346 3.588 -2.420
C 2.767 2.553 -1.697
C 3.373 1.168 -1.681
C 4.185 0.965 -0.395
C 4.232 0.877 -2.907
C 1.629 2.852 -0.931
N 1.007 1.848 -0.186
H -2.047 5.382 -0.064
H -1.420 4.893 -1.645
H -0.796 6.345 -0.846
H -0.557 3.533 0.313
H 0.943 6.074 1.067
H 1.100 4.493 1.847
H -0.424 5.389 1.966
H 1.268 6.138 -1.635
H 3.264 5.653 -2.988
H 4.232 3.395 -3.010
H 2.545 0.457 -1.659
H 3.555 1.050 0.494
H 4.980 1.713 -0.328
H 4.653 -0.026 -0.389
H 5.179 1.423 -2.869
H 3.719 1.137 -3.835
H 4.474 -0.186 -2.943
Br -3.693 1.896 -5.131
C -2.707 1.510 -3.553
C -1.655 0.614 -3.600
C -0.954 0.333 -2.431
C -1.278 0.897 -1.189
C -2.310 1.840 -1.220
C -3.029 2.151 -2.373
H -1.373 0.145 -4.534
H -0.115 -0.344 -2.514
H -2.550 2.402 -0.327
H -3.824 2.887 -2.351
Ge 0.475 -1.781 -0.056
C 1.102 -2.316 -1.840
C 2.405 -2.112 -2.298
C 2.770 -2.448 -3.598
C 1.835 -2.997 -4.466
C 0.539 -3.224 -4.024
C 0.181 -2.889 -2.723
C 1.675 -2.664 1.222
C 1.186 -3.563 2.167
C 2.019 -4.111 3.139
C 3.362 -3.767 3.176
C 3.869 -2.875 2.239
C 3.030 -2.329 1.276
H -0.847 -2.586 0.027
H 3.155 -1.691 -1.635
H 3.785 -2.278 -3.938
H 2.118 -3.250 -5.480
H -0.194 -3.660 -4.693
H -0.838 -3.069 -2.392
H 0.139 -3.844 2.157
H 1.614 -4.805 3.867
H 4.011 -4.186 3.935
H 4.915 -2.593 2.268
H 3.439 -1.608 0.575
O -2.542 -1.772 2.723
B -2.992 -1.937 1.433
O -3.032 -3.266 1.042
C -2.530 -3.954 2.134
C -2.313 -5.301 2.265
C -1.772 -5.723 3.484
C -1.478 -4.817 4.498
C -1.708 -3.447 4.343
C -2.233 -3.055 3.140
H -2.544 -5.994 1.464
H -1.576 -6.777 3.637
H -1.057 -5.177 5.428
H -1.485 -2.730 5.123
*
```

Calculated values
E_tot   -7240.969125 Ha


This record from OMol25 describes C43H43N11O2S3Ti as an isolated structure. The level of theory is the ωB97M-V functional and the def2-TZVPD basis.

Structure (ORCA input):
```
! wB97M-V def2-TZVPD RIJCOSX def2/J DEFGRID3
* xyz 2 1
Ti 0.232 0.323 0.181
N 0.264 1.614 4.431
C 0.621 1.271 3.183
S -0.162 2.103 1.856
N 1.523 0.353 3.015
N 1.799 0.120 1.690
C 2.944 -0.425 1.450
C 3.948 -0.750 2.481
C 3.673 -1.671 3.487
C 4.647 -1.971 4.424
C 5.882 -1.338 4.377
C 6.153 -0.410 3.382
C 5.192 -0.124 2.425
C 3.225 -0.671 0.029
C 4.385 -1.278 -0.423
C 4.588 -1.391 -1.789
C 3.621 -0.909 -2.654
C 2.465 -0.369 -2.119
N 2.266 -0.249 -0.808
H -0.331 2.409 4.584
H 0.828 1.280 5.197
H 2.705 -2.150 3.531
H 4.439 -2.697 5.199
H 6.636 -1.570 5.117
H 7.112 0.089 3.349
H 5.406 0.598 1.646
H 5.109 -1.643 0.290
H 5.490 -1.851 -2.170
H 3.737 -0.974 -3.727
H 1.663 -0.012 -2.750
N 0.270 1.362 -4.126
C 0.008 2.750 -4.563
C 0.629 3.773 -3.624
C -0.107 3.907 -2.277
C 0.702 3.588 -1.029
N 1.110 2.157 -0.880
H 1.049 1.004 -4.672
H -0.517 0.772 -4.372
H -1.072 2.909 -4.588
H 0.371 2.915 -5.579
H 0.608 4.738 -4.133
H 1.691 3.545 -3.479
H -1.033 3.332 -2.306
H -0.405 4.951 -2.152
H 0.174 3.877 -0.122
H 1.608 4.197 -1.054
H 1.948 2.167 -0.300
H 1.412 1.840 -1.802
N -1.916 -1.246 3.150
C -0.905 -1.602 2.350
O -0.609 -0.775 1.385
C -0.202 -2.788 2.484
C -0.546 -3.692 3.523
N -0.856 -4.361 4.407
C 0.854 -3.053 1.582
N 1.697 -3.259 0.822
H -2.153 -1.811 3.950
H -2.295 -0.317 3.071
S -6.171 1.990 -1.264
C -4.522 1.557 -0.904
C -4.042 0.249 -0.822
C -2.715 0.035 -0.539
N -1.809 1.015 -0.362
C -2.295 2.269 -0.372
C -3.607 2.580 -0.636
C -6.824 0.410 -1.763
C -7.461 -0.414 -0.851
C -7.884 -1.665 -1.291
N -7.711 -2.101 -2.534
C -7.137 -1.278 -3.408
C -6.675 -0.013 -3.076
H -4.687 -0.607 -0.955
H -2.367 -0.976 -0.403
H -1.601 3.063 -0.156
H -3.913 3.617 -0.639
H -7.616 -0.106 0.174
H -8.380 -2.343 -0.606
H -7.041 -1.646 -4.424
H -6.215 0.625 -3.820
O -0.179 -1.176 -1.141
S -0.800 -1.660 -2.472
C 0.446 -2.665 -3.226
C 0.546 -2.571 -4.609
C 1.478 -3.361 -5.267
C 2.292 -4.218 -4.538
C 2.184 -4.288 -3.153
C 1.258 -3.509 -2.481
C -2.007 -2.856 -1.972
C -3.238 -2.803 -2.613
C -4.233 -3.691 -2.226
C -3.987 -4.595 -1.202
C -2.751 -4.627 -0.562
C -1.745 -3.757 -0.946
H -0.102 -1.904 -5.167
H 1.563 -3.311 -6.344
H 3.014 -4.837 -5.053
H 2.824 -4.956 -2.590
H 1.196 -3.543 -1.400
H -3.419 -2.079 -3.399
H -5.199 -3.669 -2.713
H -4.765 -5.283 -0.898
H -2.570 -5.336 0.235
H -0.783 -3.772 -0.451
*
```

Calculated values
E_tot   -4460.864149 Ha


This record from OMol25 describes C43H43N4O4SSbW as an isolated structure at a distorted geometry. The level of theory is the ωB97M-V functional and the def2-TZVPD basis.

Structure (ORCA input):
```
! wB97M-V def2-TZVPD RIJCOSX def2/J DEFGRID3
* xyz 0 3
W -1.079 -0.180 -0.154
C -2.456 -3.199 -2.546
O -1.446 -3.600 -1.661
C -0.318 -2.644 -1.911
C 0.371 -3.081 -3.161
C 1.435 -3.901 -3.105
C 2.059 -4.227 -1.868
C 1.709 -3.541 -0.746
C 0.637 -2.624 -0.758
N 0.456 -1.645 0.145
N 1.391 -1.475 1.052
C 1.237 -0.683 2.138
C 0.018 -0.147 2.630
O -1.098 -0.152 1.915
C -0.024 0.400 3.930
C 1.102 0.546 4.688
C 2.359 0.166 4.175
C 3.549 0.409 4.889
C 4.759 0.009 4.395
C 4.825 -0.659 3.166
C 3.685 -0.894 2.445
C 2.427 -0.481 2.917
H -2.319 -3.666 -3.534
H -3.161 -1.209 -2.475
H -3.425 -3.511 -2.133
H -0.094 -2.803 -4.095
H 1.862 -4.292 -4.017
H 2.857 -4.949 -1.852
H 2.258 -3.638 0.178
H -0.989 0.726 4.292
H 1.045 0.982 5.675
H 3.486 0.935 5.831
H 5.668 0.216 4.939
H 5.784 -0.992 2.798
H 3.729 -1.406 1.496
N -2.323 -2.088 0.539
C -3.634 -1.894 1.101
C -4.097 -2.887 1.960
C -5.295 -2.762 2.631
C -6.013 -1.588 2.488
C -5.571 -0.617 1.616
C -4.422 -0.770 0.825
C -4.221 0.224 -0.255
C -5.402 0.689 -0.848
C -5.401 1.747 -1.732
C -4.191 2.311 -2.098
C -3.015 1.756 -1.629
C -2.966 0.714 -0.682
H -2.306 -2.825 -0.179
H -1.719 -2.454 1.285
H -3.495 -3.776 2.095
H -5.655 -3.561 3.260
H -6.922 -1.431 3.048
H -6.133 0.299 1.538
H -6.340 0.202 -0.620
H -6.331 2.134 -2.126
H -4.165 3.158 -2.770
H -2.081 2.145 -2.035
C -2.144 2.978 1.894
C -0.638 3.183 1.892
Sb 0.233 2.169 0.187
C 0.051 3.821 -1.238
C 0.805 5.084 -0.877
C 2.410 2.398 0.541
C 2.779 3.294 1.713
H -2.586 3.423 2.785
H -2.380 1.910 1.893
H -2.603 3.435 1.015
H -0.196 2.766 2.795
H -0.383 4.242 1.839
H -1.012 4.050 -1.320
H 0.392 3.438 -2.203
H 0.492 5.474 0.089
H 0.604 5.848 -1.627
H 1.876 4.909 -0.851
H 2.801 2.798 -0.399
H 2.851 1.412 0.702
H 2.254 4.245 1.675
H 3.851 3.496 1.694
H 2.548 2.806 2.657
O 6.308 -1.240 -2.647
C 5.583 -0.679 -3.631
O 6.103 -0.296 -4.642
C 4.118 -0.564 -3.375
C 3.612 -0.398 -2.087
C 2.259 -0.214 -1.882
C 1.388 -0.253 -2.961
S -0.359 0.103 -2.794
C 1.880 -0.432 -4.251
C 3.238 -0.553 -4.457
H 5.758 -1.568 -1.924
H 4.273 -0.351 -1.233
H 1.893 -0.055 -0.876
H 1.195 -0.441 -5.084
H 3.636 -0.641 -5.456
N -2.331 -1.754 -2.673
C -1.158 -1.358 -1.974
*
```

Calculated values
E_tot   -2889.807840 Ha


Values of ΔE to the lowest compared entry with this formula, charge and spin, in order: 13.7; 0.0; 17.9, all in kcal per mole.